Record 1
Here is a molecular structure, C3H10N2O in a non-equilibrium geometry from the Open Molecules 2025 dataset. Energies are from ωB97M-V/def2-TZVPD.

The geometry in XYZ format:
```
16
Properties=species:S:1:pos:R:3:lowdin_charge:R:1
O 2.256 -0.026 -0.910 -0.124
N -0.620 -0.804 0.629 0.028
N 1.198 0.294 0.010 -0.252
C 1.537 1.512 0.716 -0.150
C -0.531 -0.115 -0.557 -0.245
C -2.332 -1.074 -0.141 -0.010
H 2.996 -0.318 -0.350 0.077
H 1.735 2.346 0.028 0.070
H -2.933 -0.357 0.411 0.053
H -0.155 -1.705 0.513 0.087
H 0.704 1.778 1.372 0.072
H -2.459 -2.088 0.231 0.046
H -2.568 -1.078 -1.206 0.058
H -0.991 0.866 -0.609 0.110
H 2.428 1.378 1.351 0.072
H -0.263 -0.610 -1.487 0.107
```

As for the largest force on an atom: 6.146 eV Å⁻¹. For the energy above the lowest of the compared OMol25 structures with the same formula, charge and spin, the calculation gives 164.4 kcal/mol. The frontier orbital gap comes out at 8.321 eV. The calculated total energy comes out at -8294.3762 eV.

---

Record 2
Here is a single C3H10N2O molecule in a non-equilibrium geometry from the Open Molecules 2025 dataset. Energies are from ωB97M-V/def2-TZVPD.

The geometry in XYZ format:
```
16
Properties=species:S:1:pos:R:3:lowdin_charge:R:1
O 2.924 -0.313 0.380 -0.059
N 0.785 0.462 -0.095 -0.069
N -1.443 -1.121 -0.960 0.000
C -0.570 0.800 0.277 -0.247
C 1.610 -0.163 0.881 -0.338
C -1.607 0.275 -0.715 -0.293
H 1.622 0.429 1.802 0.122
H -0.824 0.370 1.260 0.107
H -1.608 -1.521 -1.861 0.066
H 3.402 0.523 0.522 0.092
H -0.686 1.876 0.504 0.111
H -1.516 0.839 -1.640 0.111
H -1.597 -1.745 -0.191 0.072
H 1.293 -1.191 1.119 0.121
H -2.596 0.540 -0.328 0.101
H 0.810 -0.061 -0.956 0.104
```

Its SMILES is NCCNCO. As for the largest force on an atom: 1.087 eV Å⁻¹. For the energy above the lowest of the compared OMol25 structures with the same formula, charge and spin, the calculation gives 31.4 kcal/mol. The frontier orbital gap comes out at 9.639 eV. The calculated total energy comes out at -8300.1404 eV.

---

Record 3
Here is 2 unconnected molecules or ions with the total composition C3H10N2O in a non-equilibrium geometry from the Open Molecules 2025 dataset. Energies are from ωB97M-V/def2-TZVPD.

The geometry in XYZ format:
```
16
Properties=species:S:1:pos:R:3:lowdin_charge:R:1
O 0.484 -1.327 -2.691 -0.162
N 0.035 -1.781 -0.125 0.053
N -0.806 -0.863 0.086 -0.044
C -0.466 1.345 0.760 -0.231
C 0.658 1.033 1.730 -0.128
C -0.463 0.363 -0.535 -0.225
H -0.283 -2.651 0.315 0.084
H 0.534 0.411 -0.982 0.106
H 0.768 1.835 2.457 0.069
H -1.438 1.301 1.250 0.096
H 0.482 -1.677 -1.679 0.017
H -1.294 0.668 -1.172 0.121
H 1.603 0.918 1.199 0.074
H -0.338 2.341 0.333 0.096
H 0.063 -2.019 -3.211 0.012
H 0.462 0.105 2.266 0.063
```

Its SMILES is [H]/N=N/CCC.O. As for the largest force on an atom: 3.256 eV Å⁻¹. For the energy above the lowest of the compared OMol25 structures with the same formula, charge and spin, the calculation gives 56.2 kcal/mol. The frontier orbital gap comes out at 10.179 eV. The calculated total energy comes out at -8299.0668 eV.

---

Record 4
Here is 2 unconnected molecules or ions with the total composition C3H10N2O in a non-equilibrium geometry from the Open Molecules 2025 dataset. Energies are from ωB97M-V/def2-TZVPD.

The geometry in XYZ format:
```
16
Properties=species:S:1:pos:R:3:lowdin_charge:R:1
O -1.551 1.178 -0.597 -0.097
N 1.801 -1.237 -1.274 0.031
N 1.999 0.394 0.353 0.007
C 2.018 0.011 -1.021 -0.364
C -1.483 0.669 0.643 -0.415
C -1.447 -0.859 0.834 -0.070
H 1.906 0.774 -1.754 0.093
H -0.489 1.106 0.955 0.098
H 1.994 1.516 0.550 0.160
H 2.327 -0.373 0.979 0.097
H -2.268 0.782 -1.177 0.124
H -2.311 1.157 1.182 0.108
H -0.578 -1.309 0.450 0.024
H -2.304 -1.170 0.187 0.078
H 2.024 -1.533 -2.231 0.032
H -1.636 -1.104 1.922 0.093
```

Its SMILES is [H]/N=C/N.CCO. As for the largest force on an atom: 5.113 eV Å⁻¹. For the energy above the lowest of the compared OMol25 structures with the same formula, charge and spin, the calculation gives 54.4 kcal/mol. The frontier orbital gap comes out at 9.987 eV. The calculated total energy comes out at -8299.1466 eV.

---

Record 5
Here is a single C3H10N2O molecule in a non-equilibrium geometry from the Open Molecules 2025 dataset. Energies are from ωB97M-V/def2-TZVPD.

The geometry in XYZ format:
```
16
Properties=species:S:1:pos:R:3:lowdin_charge:R:1
O -1.899 0.232 2.472 -0.050
N 0.890 -0.717 -2.106 -0.012
N -0.728 0.353 0.407 -0.054
C 0.884 0.591 -1.444 -0.274
C 0.697 0.510 0.082 -0.234
C -1.005 -0.420 1.618 -0.317
H -1.354 -1.431 1.378 0.117
H 1.277 -0.372 0.386 0.108
H 1.060 1.374 0.588 0.101
H 1.830 1.074 -1.672 0.107
H -0.050 -0.533 2.148 0.116
H 0.226 -1.321 -1.629 0.054
H 0.067 1.183 -1.834 0.100
H -1.159 -0.125 -0.380 0.093
H 1.810 -1.111 -1.959 0.060
H -2.545 0.713 1.945 0.083
```

Its SMILES is NCCNCO. As for the largest force on an atom: 1.128 eV Å⁻¹. For the energy above the lowest of the compared OMol25 structures with the same formula, charge and spin, the calculation gives 31.3 kcal/mol. The frontier orbital gap comes out at 10.486 eV. The calculated total energy comes out at -8300.1470 eV.

---

Record 6
Here is 2 unconnected molecules or ions with the total composition C3H10N2O in a non-equilibrium geometry from the Open Molecules 2025 dataset. Energies are from ωB97M-V/def2-TZVPD.

The geometry in XYZ format:
```
16
Properties=species:S:1:pos:R:3:lowdin_charge:R:1
O -1.244 1.481 -0.674 -0.074
N -0.668 1.083 1.797 -0.001
N 0.975 -0.930 -0.662 -0.111
C 2.318 -1.132 -0.823 -0.039
C 0.111 -2.177 -0.518 -0.133
C -1.301 1.689 0.657 -0.474
H -0.154 -2.612 0.484 0.084
H 0.337 1.284 1.816 0.069
H 3.189 -0.280 -0.863 0.111
H 2.669 -2.157 -0.920 0.041
H -0.956 0.109 2.018 0.080
H -0.345 0.954 -0.824 0.114
H -2.364 1.564 1.046 0.127
H 0.620 -2.972 -0.998 0.034
H -0.816 -1.789 -1.042 0.088
H -1.144 2.708 0.832 0.084
```

Its SMILES is C=NC.NCO. As for the largest force on an atom: 5.915 eV Å⁻¹. For the energy above the lowest of the compared OMol25 structures with the same formula, charge and spin, the calculation gives 86.0 kcal/mol. The frontier orbital gap comes out at 9.956 eV. The calculated total energy comes out at -8297.7760 eV.

---

Sequential lowest unoccupied orbital energy output: 0.88, 1.09, 0.32, 0.94, 1.00, 0.58 eV